{
  "formula": "C20H36HgN4O2P2SSi",
  "method": "wB97M-V/def2-TZVPD",
  "charge": -1,
  "homo_lumo_gap_ev": [6.20, 6.74],
  "spin_multiplicity": 2,
  "species": ["H", "H", "C", "H", "H", "C", "Si", "H", "H", "H", "H", "C", "H", "H", "H", "C", "H", "H", "H", "P", "N", "C", "H", "Hg", "H", "H", "H", "H", "C", "H", "H", "H", "C", "C", "H", "H", "H", "C", "N", "H", "H", "P", "C", "S", "C", "C", "H", "C", "H", "N", "C", "C", "H", "H", "H", "C", "H", "O", "C", "N", "H", "C", "C", "C", "H", "O", "H"],
  "coordinates": [[-4.15830, 0.82000, -0.37660], [2.41400, 0.06400, -2.95150], [-2.66300, -2.80360, -1.37360], [5.49980, 2.09670, 1.57080], [-3.40340, -0.69460, 1.66060], [-3.12990, 2.20220, 1.77560], [0.53640, 0.26670, -4.63250], [-4.28130, -3.63400, 0.78760], [-0.57960, 5.73510, 6.64760], [1.69050, 1.88000, -6.20510], [-1.59440, 1.23320, -5.60390], [-3.26810, -3.63010, 1.19270], [-2.82560, 0.01890, -1.22710], [-1.73010, 3.68970, -0.39360], [-3.21450, 1.49580, 2.59410], [-3.21290, 0.28020, -0.23750], [-3.74330, -2.81850, -1.51180], [2.38070, 0.27320, -6.36640], [-0.02870, 3.42990, 7.04470], [-1.98190, 1.44060, 0.53570], [0.85990, 0.04950, 2.07360], [0.00450, 1.87140, 4.04340], [0.84420, 0.64710, -7.12820], [0.30940, -0.49460, -0.58460], [-0.16520, 2.81470, 2.14710], [-0.87640, 2.32080, -4.42670], [0.86680, -2.20060, -4.31350], [-0.70780, 6.36360, 5.08250], [-2.15200, 2.75920, -0.77000], [-2.81460, -4.60750, 1.03390], [4.50290, 0.52620, -0.14110], [-1.58850, 2.44990, -1.64800], [-0.04470, 3.29380, 5.97000], [0.18520, -1.59930, -4.90760], [0.13470, 1.14970, 6.03380], [-0.35120, 5.10010, 3.12950], [4.02960, 2.64130, 3.56410], [-0.22540, 4.23230, 3.76330], [2.76970, 0.27560, 0.88680], [-4.45550, -1.37500, 0.38290], [-3.30810, -3.43210, 2.26180], [-2.22510, -2.32150, 0.36560], [-0.20020, 4.40740, 5.14770], [-0.08100, 0.20430, 3.35820], [-1.08990, 1.27770, -4.64290], [-3.46120, -0.96100, 0.60330], [0.31250, -1.87660, -5.95110], [1.46020, 0.56910, -3.05550], [-3.19340, 2.92940, -1.04130], [2.51750, 1.42120, 2.96190], [0.04620, 2.02990, 5.41470], [4.51630, 1.66950, 1.69460], [-0.82400, -1.86690, -4.61110], [-1.77540, 0.91660, -3.88350], [-4.10940, 2.41770, 1.35110], [-0.12520, 2.96840, 3.21610], [-2.20740, -2.10160, -2.06860], [-1.45620, 0.05350, 2.90730], [1.45140, 0.82120, -6.24390], [-0.26800, 5.68910, 5.68950], [-2.68910, 3.12020, 2.15630], [2.05350, 0.58500, 2.00060], [3.70830, 1.94770, 2.78840], [3.96060, 0.80330, 0.75850], [-2.26020, -3.79540, -1.57080], [0.28930, -0.70680, 4.41850], [1.51510, 1.59570, -2.70640]]
}

---

{
  "formula": "C20H36MnNO2P3S",
  "method": "wB97M-V/def2-TZVPD",
  "charge": 4,
  "de_lowest_kj_mol": 14.8,
  "homo_lumo_gap_ev": [5.14, 3.74],
  "spin_multiplicity": 4,
  "species": ["C", "H", "O", "H", "H", "C", "P", "H", "H", "H", "C", "H", "H", "H", "C", "H", "C", "C", "H", "H", "H", "H", "H", "H", "N", "C", "C", "H", "H", "H", "C", "O", "H", "C", "H", "C", "C", "H", "C", "C", "H", "C", "C", "H", "H", "P", "S", "H", "H", "H", "H", "C", "P", "H", "C", "H", "H", "H", "H", "C", "Mn", "C", "H", "H"],
  "coordinates": [[4.15970, 0.39740, -0.56689], [-1.25410, -2.36932, -3.06726], [1.60901, 1.81521, 1.22404], [-4.27860, -2.94156, -0.64448], [-2.02923, -0.58947, 3.27349], [-2.53919, 3.21824, -1.08880], [-0.85872, 2.99305, -0.38089], [4.60554, -2.54455, -0.52621], [1.13648, 4.10610, -1.20305], [-4.03635, -1.16838, -0.80552], [0.73484, -1.50190, -3.16354], [3.32898, -1.76824, 2.43882], [-1.60490, 3.48344, 1.87933], [1.80080, -1.34505, 5.64860], [-0.58605, 0.96772, -3.52560], [-0.84893, -3.51601, -1.10257], [0.07801, 4.10134, -1.49996], [1.07743, 1.19968, 0.39360], [-2.04431, -4.55416, -0.24178], [4.16915, 1.31967, 0.03048], [-2.70541, 4.29905, -1.23927], [-1.43410, 4.97381, 0.89151], [-2.44298, -3.11155, 2.67536], [1.24610, -2.45910, -3.05326], [0.01226, 0.01725, 3.15512], [1.01565, -1.06159, 4.95922], [-1.33874, -3.71600, -0.13631], [5.17917, -0.01442, -0.63202], [3.41226, -2.12408, -1.81764], [4.06341, -0.15365, 2.32718], [-1.00756, -0.65816, 3.63745], [-2.32467, 0.82296, 1.25651], [2.08152, 0.34223, 3.64413], [-3.15273, -2.81319, 1.89468], [0.01718, 4.15265, 1.56293], [1.48693, -0.30731, -3.29047], [-0.98288, 4.00268, 1.13752], [-3.76583, -1.99142, 2.28097], [-1.57949, 0.25793, 0.53953], [-3.54012, -2.14935, -0.84534], [-3.10746, -2.27584, -1.85021], [0.81972, 0.91936, -3.50626], [3.93442, -1.11004, 1.80687], [-2.61015, 2.68816, -2.05185], [2.57598, -0.33832, -3.24047], [-2.23479, -2.23525, 0.44063], [-0.61251, -1.64974, 5.01007], [-2.42203, -0.18098, -3.44193], [-1.10233, 1.92773, -3.61856], [-3.79783, -3.65134, 1.60438], [-3.29076, 2.81299, -0.39434], [-0.67689, -1.45221, -3.18557], [3.04792, -0.83608, 0.23608], [3.79072, 0.63479, -1.57636], [-1.33282, -0.22004, -3.41025], [2.91121, -3.15146, -0.45132], [-0.00108, 3.73901, -2.53657], [-0.56429, -3.97260, 0.60107], [-0.34201, 5.11680, -1.41643], [1.15509, -0.17283, 3.89771], [0.05414, -0.06042, -1.73062], [3.55293, -2.30683, -0.74119], [1.39408, 1.84042, -3.61044], [4.90766, -1.57055, 1.60886]]
}

---

{
  "formula": "C20H36NO2P3STc",
  "method": "wB97M-V/def2-TZVPD",
  "charge": 4,
  "de_lowest_kj_mol": 0.0,
  "homo_lumo_gap_ev": [7.81, 5.51],
  "spin_multiplicity": 4,
  "species": ["H", "H", "C", "H", "H", "H", "H", "C", "C", "H", "H", "C", "C", "H", "H", "C", "C", "N", "H", "H", "Tc", "H", "H", "H", "O", "C", "H", "H", "C", "H", "C", "H", "H", "H", "C", "C", "P", "H", "C", "C", "H", "H", "S", "C", "C", "P", "H", "H", "H", "H", "C", "H", "H", "C", "H", "H", "C", "O", "P", "H", "H", "C", "H", "H"],
  "coordinates": [[0.72208, -2.62358, 3.10582], [3.69892, -0.47167, 1.20103], [-2.87342, -3.75886, 1.85870], [3.61375, -0.47017, 2.98041], [1.23934, -2.61179, -2.79015], [1.22774, 0.59393, -4.79561], [3.30885, 1.02287, 2.07932], [1.19351, -1.73708, -0.33046], [1.53094, 2.50087, 1.18649], [2.34788, -2.05615, 3.60720], [2.51783, 2.47531, -2.06643], [1.83377, 2.48156, -1.21576], [-0.28530, 3.15254, -0.25745], [-3.22580, -2.75549, -0.05089], [3.52426, -1.12631, -2.02412], [-2.52465, -3.22348, 0.62430], [1.66468, -2.18671, 2.75317], [-1.18685, -3.29485, 0.31982], [0.10269, 3.09769, -2.37166], [-0.04378, -1.77579, -3.70865], [0.43337, 0.03083, -0.30821], [3.58534, 0.65228, -1.94283], [-2.55506, 1.73148, 2.46694], [1.64904, -1.75210, -4.30353], [-1.78103, -1.44816, -1.88534], [3.17395, -0.19774, -2.49662], [-4.83474, 0.44758, 0.61286], [3.37084, 1.92597, 0.19239], [3.16694, -0.05825, 2.06858], [-2.16634, 2.44895, -1.65737], [2.32842, 2.21852, 0.06928], [1.05991, 0.22110, 4.23249], [-3.87990, -3.79831, 2.26352], [-3.97297, 2.26706, 1.52349], [0.49750, 2.87824, -1.38110], [-0.50190, -3.89726, 1.27015], [1.39878, -0.55819, 1.97232], [1.17973, 1.98369, -3.68725], [0.20257, 2.88395, 1.01950], [-3.97273, -0.18162, 0.36352], [-0.27357, 0.96569, -3.89437], [-3.06913, 0.99728, -2.13580], [-1.46418, -4.37813, 2.64515], [0.82548, 0.95824, -3.84126], [1.01134, -1.73650, -3.40868], [1.35840, -0.17874, -2.52034], [-3.88492, 2.27687, -1.19107], [1.96312, 2.50909, 2.18982], [3.52777, -0.16503, -3.53567], [-2.41111, 3.08540, 1.31485], [-2.93900, 1.74399, -1.34353], [-4.16943, -0.70675, -0.57508], [0.56961, -4.06962, 1.26137], [-1.01445, -0.82537, -1.22727], [-3.83497, -0.90910, 1.17246], [-0.47668, -0.25465, 3.44472], [-2.88883, 2.11975, 1.49553], [1.65059, -2.81767, -0.47018], [-2.47072, 0.87019, 0.20896], [0.26430, 1.31958, 3.06211], [2.13788, -2.87270, 2.04074], [0.47712, 0.27308, 3.29872], [-0.41492, 3.10253, 1.89290], [-1.24186, 3.66171, -0.38197]]
}

---

{
  "formula": "C20H36O22",
  "method": "wB97M-V/def2-TZVPD",
  "smiles": "O=C1OCCO1.O=C1OCCO1.O=C1OCCO1.O=C1OCCO1.O=C1OCCO1.O=C1OCCO1.CCO.O.O.O",
  "homo_lumo_gap_ev": 10.79,
  "species": ["C", "C", "H", "C", "H", "H", "C", "O", "H", "H", "H", "O", "C", "H", "C", "C", "H", "O", "H", "H", "C", "O", "H", "H", "O", "O", "O", "H", "H", "O", "O", "H", "H", "H", "H", "O", "C", "H", "H", "H", "H", "C", "H", "H", "C", "H", "H", "C", "O", "H", "H", "H", "C", "O", "C", "O", "H", "O", "C", "H", "C", "C", "C", "C", "H", "O", "O", "O", "H", "O", "H", "H", "C", "O", "O", "O", "H", "O"],
  "coordinates": [[27.08749, 31.24716, -13.13910], [25.18131, 27.81308, -12.64029], [23.30518, 32.19124, -15.55031], [22.98558, 35.11196, -10.63781], [29.20662, 37.06837, -12.07710], [21.51811, 29.67927, -15.93036], [27.10725, 32.36338, -15.15133], [23.99839, 27.24730, -12.45132], [28.80156, 34.98469, -14.36045], [22.82569, 35.37701, -13.71947], [30.60291, 31.45289, -18.05318], [28.16594, 36.54210, -18.55623], [29.42487, 36.12989, -12.57944], [27.10579, 28.56387, -15.69228], [24.29199, 34.59573, -12.39579], [28.23111, 36.83353, -19.84653], [24.76170, 33.68669, -12.77802], [27.74626, 33.83122, -10.80073], [22.41119, 28.55307, -12.09709], [26.56577, 36.47080, -17.33911], [23.01305, 31.25526, -16.01991], [22.62494, 35.28395, -9.51437], [24.68030, 27.52378, -14.88824], [30.34782, 36.14387, -13.15937], [28.03594, 28.82032, -15.71220], [27.66581, 27.77176, -9.59131], [24.23195, 28.14888, -15.48300], [23.85166, 27.59700, -16.17640], [27.62775, 30.30967, -13.04028], [27.09116, 36.40619, -20.50257], [27.79424, 32.07449, -14.05250], [23.85217, 30.60461, -16.26399], [29.37489, 27.67292, -10.73490], [22.65391, 31.54325, -17.01680], [23.89726, 30.16128, -11.30103], [26.00637, 31.63058, -15.19449], [28.37414, 35.65219, -13.61134], [27.93438, 36.50797, -14.12053], [26.03596, 34.82753, -19.75545], [30.00049, 32.27335, -16.91857], [23.37186, 29.34709, -14.31043], [21.98783, 30.42058, -15.27808], [22.77342, 27.55416, -10.72598], [25.62131, 29.94002, -14.03958], [26.93707, 35.88500, -18.18001], [29.10096, 30.46719, -10.59737], [26.87043, 31.78473, -12.21848], [25.75294, 31.01122, -13.92802], [26.20854, 28.69572, -8.08551], [21.18774, 31.08194, -14.93800], [24.32585, 29.04349, -9.99554], [25.29063, 36.47539, -19.48086], [22.86171, 34.70698, -12.86216], [27.47700, 34.97983, -12.73004], [27.14172, 28.77676, -8.82658], [25.99909, 27.38806, -13.41582], [24.95896, 35.41004, -12.68405], [22.57518, 29.88089, -14.09686], [28.56660, 28.38226, -10.56282], [29.82864, 29.47573, -9.30454], [24.22258, 29.14422, -11.07652], [23.23222, 28.05597, -11.57513], [26.20004, 35.88037, -19.52648], [28.91275, 29.69174, -9.85887], [28.01235, 28.38178, -11.50581], [29.40088, 35.06399, -11.62909], [27.80914, 29.89716, -9.03143], [27.43277, 33.18566, -15.96298], [27.25991, 34.91770, -17.79457], [29.12695, 37.40482, -20.36375], [22.43714, 33.71947, -13.05297], [24.90433, 31.38083, -13.35658], [28.17054, 34.55699, -11.64424], [22.25342, 35.30457, -11.73440], [24.18222, 34.53293, -10.97683], [25.37336, 28.88266, -11.86958], [28.51841, 27.98744, -15.68268], [30.84219, 32.03215, -17.32262]]
}